1.
DFT (ωB97M-V/def2-TZVPD) results for a structure of composition C18H11Cl5N2Ni.

```
! RIJCOSX wB97M-V def2-TZVPD def2/J DEFGRID3
* xyz 0 1
Ni 0.266 -0.025 0.317
Cl -0.140 0.428 2.765
Cl -0.391 5.692 -0.538
Cl -0.223 3.247 4.289
Cl -0.338 2.873 -1.941
Cl -0.344 5.873 2.573
N 1.511 -1.528 0.129
N -1.082 -1.335 -0.007
C -0.290 3.178 2.575
C -0.289 1.973 1.896
C -2.766 -2.824 0.021
C 4.544 -0.179 3.388
C -0.338 2.999 -0.205
C 4.177 1.158 3.351
C 0.864 -2.648 0.117
C -0.354 4.252 0.404
C -2.415 -1.472 -0.023
C 3.450 1.639 2.266
C -0.333 4.339 1.801
C -1.564 -3.549 0.079
C -0.550 -2.600 0.069
C 4.169 -1.039 2.360
C 2.969 -1.493 0.180
C 3.093 0.779 1.241
C -0.318 1.828 0.521
C 3.430 -0.573 1.281
H 5.115 -0.559 4.226
H 3.350 -2.506 0.332
H -1.441 -4.621 0.133
H 1.394 -3.600 0.127
H 2.572 1.191 0.379
H -3.060 -0.608 -0.088
H -3.769 -3.219 0.010
H 4.445 -2.086 2.407
H 3.361 -1.135 -0.775
H 3.169 2.684 2.216
H 4.460 1.825 4.155
*
```

Properties
**HOMO-LUMO gap (alpha / beta)**: 7.02 / 7.03 eV
**Maximum force**: 1.43 eV/Å
**LUMO level (alpha / beta)**: -0.0394 / -0.0392 Ha



2.
DFT (ωB97M-V/def2-TZVPD) results for the ion C5H12NOS with charge -1.

```
! RIJCOSX wB97M-V def2-TZVPD def2/J DEFGRID3
* xyz -1 1
S 2.016 -1.718 2.413
O 3.096 0.052 0.052
N -0.639 -0.171 -0.121
C -2.594 1.230 -0.709
C 0.684 -0.332 0.569
C 1.778 -0.124 -0.529
C -1.056 1.058 -0.662
C 0.627 -1.655 1.272
H -2.868 2.181 -1.117
H 1.532 0.786 -1.091
H 0.857 -2.489 0.525
H -0.712 1.242 -1.674
H 1.714 -1.084 -1.216
H -0.852 -0.939 -0.811
H 3.156 -0.402 0.953
H -0.819 1.971 0.068
H -3.231 0.568 -1.308
H -0.309 -1.925 1.735
H 0.738 0.503 1.268
H -3.117 1.248 0.383
*
```

Properties
**HOMO-LUMO gap**: 6.07 eV
**Maximum force**: 3.27 eV/Å
**SMILES**: CCN[C@H](CO)C[S-]
**LUMO level**: 0.1266 Ha
**ΔE to the lowest compared entry with this formula, charge and spin**: 2.045 eV



3.
DFT (ωB97M-V/def2-TZVPD) results for a cluster of 2 separate species, CH12N7P in total.

```
! RIJCOSX wB97M-V def2-TZVPD def2/J DEFGRID3
* xyz 2 1
P 2.973 -1.362 1.782
N -1.093 0.271 -1.035
N -3.184 1.359 -0.181
N 2.369 -2.895 1.808
N -1.281 -0.563 0.114
N -0.805 2.218 -2.914
N 4.386 -1.453 2.620
N -2.020 2.166 -2.109
C -1.969 1.234 -1.203
H 2.879 -3.788 1.970
H -3.023 0.350 0.211
H -4.143 1.480 -0.404
H 5.037 -0.660 2.302
H -1.326 -1.524 -0.069
H -0.175 1.554 -2.462
H -0.472 -0.431 0.690
H -3.049 1.875 0.758
H -0.525 3.200 -2.755
H 1.487 -3.043 1.463
H -0.949 2.050 -3.849
H 4.881 -2.040 3.262
*
```

Properties
**HOMO-LUMO gap**: 7.05 eV
**Maximum force**: 4.94 eV/Å
**LUMO level**: -0.2949 Ha
**ΔE to the lowest compared entry with this formula, charge and spin**: 0.000 eV



4.
DFT (ωB97M-V/def2-TZVPD) results for a cluster of 3 separate species, C4H13N4O2 in total.

```
! RIJCOSX wB97M-V def2-TZVPD def2/J DEFGRID3
* xyz 1 1
O -3.447 -0.658 1.240
O -1.169 1.566 1.039
N -0.104 -0.025 -1.076
N -2.194 -0.492 0.724
N -1.621 0.569 0.671
N 0.774 0.262 2.481
C 0.057 -1.436 -1.072
C 0.285 2.262 -1.840
C 1.242 -1.775 -0.063
C 0.561 0.829 -1.692
H 0.258 -1.849 -2.078
H 0.812 -1.487 0.937
H 1.769 0.021 2.427
H 2.144 -1.138 -0.256
H -3.649 -1.565 0.917
H 1.541 -2.805 -0.157
H 0.835 1.261 2.880
H 0.539 -0.284 3.223
H 1.155 2.762 -1.362
H 0.062 2.551 -2.800
H 1.375 0.623 -2.364
H -0.827 -1.778 -0.636
H -0.399 2.585 -1.143
*
```

Properties
**HOMO-LUMO gap (alpha / beta)**: 7.00 / 7.38 eV
**Maximum force**: 4.40 eV/Å
**LUMO level (alpha / beta)**: -0.2461 / -0.2391 Ha
**ΔE to the lowest compared entry with this formula, charge and spin**: 4.449 eV



5.
DFT (ωB97M-V/def2-TZVPD) results for a cluster of 2 separate species, C4H13NS in total.

```
! RIJCOSX wB97M-V def2-TZVPD def2/J DEFGRID3
* xyz 0 1
S 0.262 0.927 -3.487
N -0.163 0.173 2.468
C -0.619 -0.401 -2.457
C 1.538 1.199 -2.275
C -0.442 0.207 0.988
C -0.468 -1.102 2.993
H -1.577 -1.338 2.833
H 0.225 0.790 3.197
H -0.458 -0.779 4.022
H 1.299 0.442 -1.372
H 0.193 -1.111 -2.350
H -1.576 -0.028 0.898
H -1.481 -0.521 -3.154
H -0.144 1.118 0.391
H 0.096 -1.889 2.465
H 0.122 -0.655 0.601
H 2.596 0.866 -2.455
H -1.020 -0.116 -1.506
H 1.619 2.217 -1.801
*
```

Properties
**HOMO-LUMO gap**: 9.22 eV
**Maximum force**: 4.08 eV/Å
**SMILES**: CNC.CSC
**LUMO level**: 0.0348 Ha
**ΔE to the lowest compared entry with this formula, charge and spin**: 2.694 eV



6.
DFT (ωB97M-V/def2-TZVPD) results for a structure of composition C6H15NO2S.

```
! RIJCOSX wB97M-V def2-TZVPD def2/J DEFGRID3
* xyz 0 1
S -0.686 -2.821 -1.551
O -1.027 -2.572 -3.010
O -1.732 -3.613 -0.912
N 0.948 -3.388 -1.572
C 0.099 2.391 2.572
C -0.515 1.549 0.085
C 0.592 -0.278 -1.095
C -0.407 -1.396 -0.412
C -0.658 2.810 1.415
C 0.865 0.973 -0.156
H -0.138 3.788 1.016
H 1.615 -0.882 -1.256
H 1.034 -4.103 -2.715
H 0.278 3.037 3.572
H -0.211 1.304 2.953
H -0.850 2.010 -0.759
H 1.493 0.619 0.728
H 1.310 2.125 2.442
H 1.580 1.534 -0.881
H 0.917 -4.047 -0.557
H -1.324 0.881 0.437
H -1.951 2.933 1.714
H 0.189 0.014 -2.111
H -0.028 -1.727 0.621
H -1.394 -1.141 -0.569
*
```

Properties
**HOMO-LUMO gap**: 10.23 eV
**Maximum force**: 7.40 eV/Å
**LUMO level**: 0.0065 Ha
**ΔE to the lowest compared entry with this formula, charge and spin**: 7.006 eV



7.
DFT (ωB97M-V/def2-TZVPD) results for a structure of composition C4H7NO.

```
! RIJCOSX wB97M-V def2-TZVPD def2/J DEFGRID3
* xyz 0 1
O -1.243 0.697 0.061
N 0.015 -1.564 -0.689
C 0.723 -0.216 -0.892
C -0.549 0.338 1.219
C 0.742 -0.958 0.348
C -0.174 0.978 -0.816
H -0.551 1.413 -1.730
H 1.547 -1.484 0.853
H 1.543 -0.201 -1.603
H -0.980 -1.293 -0.641
H -1.052 -0.421 1.819
H -0.488 1.200 1.901
H 0.467 1.510 0.169
*
```

Properties
**HOMO-LUMO gap**: 10.44 eV
**Maximum force**: 4.68 eV/Å
**LUMO level**: 0.0405 Ha
**ΔE to the lowest compared entry with this formula, charge and spin**: 5.646 eV



8.
DFT (ωB97M-V/def2-TZVPD) results for an isolated molecule of C16H22N2O5S.

```
! RIJCOSX wB97M-V def2-TZVPD def2/J DEFGRID3
* xyz 0 1
S -1.732 -2.190 0.434
O 4.062 -1.085 1.325
O -1.595 -3.369 -0.365
O 5.887 1.425 -0.389
O -2.073 -2.308 1.819
O -5.897 2.578 0.085
N 3.353 0.724 0.139
N -0.300 -1.354 0.341
C 1.782 -0.917 -0.821
C -5.400 1.447 2.123
C 6.159 0.679 -1.554
C -2.929 -1.098 -0.346
C -4.515 0.685 -0.144
C 4.275 -0.028 0.771
C -5.326 1.665 0.635
C 5.667 0.619 0.746
C -3.079 -1.118 -1.720
C 1.952 0.375 -0.012
C -3.633 -0.217 0.448
C 0.297 -1.239 -0.965
C -0.198 -0.163 1.147
C 1.271 0.195 1.349
C -4.653 0.678 -1.534
C -3.950 -0.219 -2.317
H 3.694 1.572 -0.290
H 6.298 1.400 -2.357
H -0.677 -0.387 2.101
H -3.479 -0.266 1.514
H 5.749 1.280 1.614
H -0.198 -0.448 -1.555
H 1.475 1.204 -0.549
H 5.333 0.004 -1.803
H -6.122 2.137 2.552
H 2.234 -0.810 -1.808
H 1.352 1.112 1.936
H -4.425 1.633 2.570
H 0.154 -2.199 -1.463
H -0.726 0.680 0.667
H -2.529 -1.846 -2.295
H 7.072 0.087 -1.434
H -5.335 1.387 -1.979
H 2.280 -1.726 -0.287
H -4.080 -0.221 -3.388
H 6.424 -0.170 0.835
H 1.773 -0.612 1.882
H -5.690 0.423 2.343
*
```

Properties
**HOMO-LUMO gap**: 9.51 eV
**Maximum force**: 1.06 eV/Å
**SMILES**: COCC(=O)NC1CCN(S(=O)(=O)c2cccc(C(C)=O)c2)CC1
**LUMO level**: -0.0040 Ha
**ΔE to the lowest compared entry with this formula, charge and spin**: 1.183 eV



9.
DFT (ωB97M-V/def2-TZVPD) results for an isolated molecule of C6H8N2O2.

```
! RIJCOSX wB97M-V def2-TZVPD def2/J DEFGRID3
* xyz 0 1
O -2.341 2.789 -1.086
O -1.100 -2.919 1.071
N -0.590 2.890 -2.540
N 0.739 -0.943 1.497
C -1.117 2.363 -1.514
C 2.154 -0.624 1.567
C 0.241 -1.150 0.162
C -0.655 1.106 -0.973
C -0.243 0.097 -0.446
C -0.857 -2.211 0.130
H 1.010 -1.562 -0.536
H 2.461 -0.581 2.619
H -1.385 -2.315 -0.841
H 2.338 0.365 1.122
H 0.506 -1.751 2.066
H -2.728 2.174 -0.450
H 2.792 -1.360 1.042
H -1.225 3.631 -2.889
*
```

Properties
**HOMO-LUMO gap**: 10.11 eV
**Maximum force**: 1.93 eV/Å
**SMILES**: [H]/N=C(\O)C#C[C@H](C=O)NC
**LUMO level**: 0.0187 Ha
**ΔE to the lowest compared entry with this formula, charge and spin**: 3.305 eV



10.
DFT (ωB97M-V/def2-TZVPD) results for an isolated molecule of C5H5N5O5.

```
! RIJCOSX wB97M-V def2-TZVPD def2/J DEFGRID3
* xyz 0 1
O -2.974 0.919 -0.744
O -1.254 1.736 -1.690
O 3.228 0.960 -0.007
O -1.202 -2.919 1.583
O -0.777 2.416 1.426
N 1.239 1.483 0.861
N -1.361 -0.737 0.856
N 0.182 -1.939 -0.136
N -1.824 0.991 -0.921
N 1.535 -0.101 -0.929
C -0.109 1.569 0.863
C -0.835 -2.085 0.816
C 0.161 -0.737 -0.849
C 2.032 0.785 -0.062
C -0.841 0.157 -0.068
H 2.351 -0.562 -1.452
H -0.026 -0.921 -1.958
H 1.821 2.081 1.434
H -2.243 -0.513 1.376
H 0.898 -2.584 -0.401
*
```

Properties
**HOMO-LUMO gap**: 9.94 eV
**Maximum force**: 3.57 eV/Å
**SMILES**: O=C1NC(=O)[C@]2([N+](=O)[O-])NC(=O)N[C@@H]2N1
**LUMO level**: -0.0038 Ha
**ΔE to the lowest compared entry with this formula, charge and spin**: 0.000 eV



11.
DFT (ωB97M-V/def2-TZVPD) results for a cluster of 2 separate species, C4H5N3O3 in total.

```
! RIJCOSX wB97M-V def2-TZVPD def2/J DEFGRID3
* xyz 0 1
O -0.584 -2.551 -0.176
O 1.933 -1.094 -0.202
O 1.122 1.735 0.300
N 4.221 -1.663 1.286
N 3.259 -2.137 1.533
N 0.769 -0.591 -0.374
C -0.405 -1.218 -0.208
C -1.468 -0.238 -0.273
C -0.969 0.971 -0.585
C 0.505 0.920 -0.666
H -2.548 -0.453 -0.207
H 0.814 1.080 -1.708
H 1.260 1.028 0.958
H 0.360 -3.043 -0.175
H -1.608 1.860 -0.707
*
```

Properties
**HOMO-LUMO gap (alpha / beta)**: 8.18 / 8.18 eV
**Maximum force**: 3.32 eV/Å
**SMILES**: [O-][N+]1=C(O)C=C[C@H]1O.N#N
**LUMO level (alpha / beta)**: 0.0015 / 0.0015 Ha
**ΔE to the lowest compared entry with this formula, charge and spin**: 3.588 eV



12.
DFT (ωB97M-V/def2-TZVPD) results for a structure of composition C3H3N2O.

```
! RIJCOSX wB97M-V def2-TZVPD def2/J DEFGRID3
* xyz 1 1
O 3.699 -0.283 -0.578
N 3.740 0.204 0.611
N 2.284 -0.315 -0.891
C 1.479 0.097 0.060
C 2.526 0.413 0.925
C 0.033 0.097 0.068
H -0.493 1.068 0.210
H -0.209 -0.440 -0.817
H -0.174 -0.623 0.928
*
```

Properties
**HOMO-LUMO gap (alpha / beta)**: 8.09 / 8.10 eV
**Maximum force**: 3.75 eV/Å
**LUMO level (alpha / beta)**: -0.3647 / -0.3647 Ha
**ΔE to the lowest compared entry with this formula, charge and spin**: 7.807 eV



13.
DFT (ωB97M-V/def2-TZVPD) results for a structure of composition C5H9ErO3.

```
! RIJCOSX wB97M-V def2-TZVPD def2/J DEFGRID3
* xyz 1 5
Er -3.943 -4.014 0.875
O 1.862 1.129 -0.776
O -3.907 -2.887 -0.941
O -2.565 -2.470 1.417
C -2.476 -1.579 0.405
C 3.218 0.835 -0.989
C 0.137 1.780 0.718
C 1.573 1.461 0.559
C -3.157 -1.773 -0.752
H -0.260 1.891 1.727
H 3.858 1.701 -0.741
H 2.206 2.311 0.888
H -3.087 -1.055 -1.578
H -0.408 2.189 -0.133
H 3.542 -0.027 -0.378
H 1.845 0.607 1.221
H -1.780 -0.687 0.528
H 3.344 0.587 -2.050
*
```

Properties
**HOMO-LUMO gap (alpha / beta)**: 4.99 / 5.26 eV
**Maximum force**: 3.68 eV/Å
**LUMO level (alpha / beta)**: -0.2007 / -0.2132 Ha
**ΔE to the lowest compared entry with this formula, charge and spin**: 1.797 eV



14.
DFT (ωB97M-V/def2-TZVPD) results for a cluster of 2 separate species, C5H14 in total.

```
! RIJCOSX wB97M-V def2-TZVPD def2/J DEFGRID3
* xyz 0 1
C -0.687 -0.347 -3.294
C 0.002 1.063 3.009
C 0.546 0.307 -2.718
C 0.661 -0.099 2.324
C -0.268 -0.822 1.277
H -1.307 -0.984 1.675
H -0.265 1.810 2.112
H -0.948 0.623 3.364
H 0.239 -1.724 0.950
H -0.513 -1.132 -3.993
H -1.572 0.080 -3.833
H 0.563 1.500 3.854
H 1.259 0.533 -3.550
H 1.114 -0.475 -2.106
H 1.024 -0.805 3.131
H 1.532 0.151 1.691
H -1.204 -0.666 -2.276
H -0.492 -0.186 0.494
H 0.315 1.173 -2.112
*
```

Properties
**HOMO-LUMO gap**: 11.92 eV
**Maximum force**: 4.05 eV/Å
**SMILES**: CCC.CC
**LUMO level**: 0.0386 Ha
**ΔE to the lowest compared entry with this formula, charge and spin**: 1.323 eV